# 1
Molecular formula: H18NO12
Method: DFT, wB97M-V/def2-TZVPD

Cartesian coordinates (Å):
N  0.1448  0.4819  0.2015
O  -0.1066  0.9307  -0.8599
O  1.3733  0.4725  0.4759
O  -0.5021  -0.4719  0.6789
O  -0.0590  -1.7107  2.9816
H  -0.1804  -1.3439  2.0873
H  -0.6187  -2.4726  3.0424
O  -1.2108  2.4870  -2.7874
H  -1.7799  1.8916  -3.1476
H  -0.7758  1.8953  -2.2095
O  -3.1390  1.3392  1.3826
H  -2.6254  2.2028  1.4870
H  -2.6750  0.7442  0.7950
O  0.3947  -3.5485  0.4307
H  0.0683  -4.3489  0.1501
H  0.3648  -2.7063  -0.1600
O  1.9217  3.2909  -0.2985
H  2.6341  3.3245  -0.9919
H  1.5702  2.2850  -0.4837
O  -2.8670  -0.7661  -1.6726
H  -1.9688  -0.9997  -1.9821
H  -3.2998  -1.5677  -1.1134
O  1.4567  1.9109  3.1375
H  0.7460  2.5955  3.0732
H  1.4642  1.3280  2.4506
O  -0.4552  -1.9924  -1.9312
H  -0.1399  -1.2646  -1.6177
H  -0.5053  -2.0713  -2.8659
O  3.5121  -1.0610  0.1020
H  4.3340  -0.5025  -0.3040
H  2.9239  -0.3520  -0.0509

The largest force on an atom comes out at 8.53 eV/A. For the energy above the lowest of the compared OMol25 structures with the same formula, charge and spin, the calculation gives 495.3 kJ/mol. Its spin multiplicity is 1. The molecular weight is 224.1 g mol⁻¹. As for the total charge: -1. As for the total energy: -26348.31353 eV.

# 2
Molecular formula: H18O9
Method: DFT, wB97M-V/def2-TZVPD

Cartesian coordinates (Å):
O  -2.0663  31.3162  17.6548
H  -1.8380  30.7272  18.3740
H  -2.9249  31.0130  17.3597
O  -0.8549  30.6372  11.8789
H  -1.4162  30.4774  12.6375
H  -0.3451  29.8326  11.7838
O  1.5056  28.8499  14.6361
H  0.7063  28.5756  15.0856
H  1.1987  29.2430  13.8191
O  -3.3534  27.7956  17.4440
H  -3.4351  27.6305  18.3834
H  -4.1022  28.3529  17.2323
O  -0.7786  25.7531  14.5985
H  -0.1894  25.7737  13.8444
H  -0.2421  26.0572  15.3306
O  -3.5075  26.7029  14.8177
H  -2.5878  26.5362  14.6114
H  -3.5271  26.7938  15.7704
O  -1.1554  28.7246  15.7724
H  -1.5341  29.4929  15.3452
H  -1.9068  28.2607  16.1418
O  -0.3948  27.1034  18.2246
H  0.5507  27.1223  18.0766
H  -0.7063  27.9460  17.8941
O  -2.6064  30.5422  14.4184
H  -2.4045  31.4778  14.4061
H  -3.2932  30.4362  13.7601

The largest force on an atom comes out at 1.34 eV/A. For the energy above the lowest of the compared OMol25 structures with the same formula, charge and spin, the calculation gives 33.2 kJ/mol. Its spin multiplicity is 2. The molecular weight is 162.1 g mol⁻¹. As for the total charge: -1. As for the total energy: -18719.89754 eV.

# 3
Molecular formula: H18O9
Method: DFT, wB97M-V/def2-TZVPD

Cartesian coordinates (Å):
H  -0.0783  -0.9201  -0.1226
H  1.3214  -1.1484  -0.6691
H  6.1335  -2.6762  -0.7268
H  4.8246  -2.5677  0.0382
H  0.4923  2.1391  0.6969
H  -0.2682  3.0095  1.6839
H  -2.9643  -1.6657  1.5085
H  -3.1371  -0.8585  2.7846
H  5.6701  0.5601  0.1498
H  5.3047  1.5204  -0.9702
H  0.8099  2.7207  -0.7727
H  0.0688  3.9462  -0.2639
H  -5.4443  -1.4435  -1.7075
H  -4.2310  -1.9174  -0.9243
H  -2.4075  0.6692  -1.4965
H  -2.4255  0.6006  0.0217
H  -2.5213  -1.6116  -0.5304
H  -1.5285  -1.7116  0.6161
O  0.6803  -0.4517  -0.4889
O  5.7598  -2.7686  0.1569
O  0.6211  2.7115  1.4615
O  -2.4864  -1.0839  2.1102
O  5.0328  0.6910  -0.5613
O  -0.0523  3.1510  -0.7949
O  -4.7007  -1.1180  -1.1878
O  -2.7119  0.1216  -0.7641
O  -2.0950  -1.0835  0.1539

The largest force on an atom comes out at 13.67 eV/A. For the energy above the lowest of the compared OMol25 structures with the same formula, charge and spin, the calculation gives 924.3 kJ/mol. Its spin multiplicity is 1. The molecular weight is 162.1 g mol⁻¹. As for the total energy: -18712.55612 eV.

# 4
Molecular formula: H18O9
Method: DFT, wB97M-V/def2-TZVPD

Cartesian coordinates (Å):
O  0.4218  -1.5506  0.2047
H  0.4647  -1.1204  0.9918
H  0.3649  -0.7539  -0.3333
O  4.3250  1.3154  -0.9314
H  3.8180  0.5830  -1.1059
H  4.4489  1.2018  0.0177
O  1.8241  3.5263  1.4625
H  2.3048  4.3354  1.5082
H  2.0153  3.1689  0.5815
O  -4.7070  -0.3371  0.8897
H  -3.8984  -0.1640  1.3280
H  -4.9391  0.5755  0.6547
O  -2.7846  -1.0819  -1.6816
H  -1.9844  -1.6228  -1.9773
H  -3.4348  -1.7462  -1.5361
O  1.2469  -3.3133  2.6546
H  0.6593  -2.5879  2.4830
H  1.0525  -4.1154  2.0558
O  0.1835  1.5576  -0.3286
H  0.3142  2.3796  0.1411
H  0.3433  0.9633  0.4975
O  2.1907  -2.4276  -1.8562
H  1.7933  -2.7159  -2.7508
H  3.1320  -2.3017  -1.8767
O  -3.0679  2.2982  -0.6810
H  -2.2913  1.9834  -0.1967
H  -3.7955  1.9503  -0.2151

The largest force on an atom comes out at 4.50 eV/A. For the energy above the lowest of the compared OMol25 structures with the same formula, charge and spin, the calculation gives 408.0 kJ/mol. Its structure (SMILES) is O.O.O.O.O.O.O.O.O. Its spin multiplicity is 1. The molecular weight is 162.1 g mol⁻¹. As for the total energy: -18717.90644 eV.

# 5
Molecular formula: H18O9
Method: DFT, wB97M-V/def2-TZVPD

Cartesian coordinates (Å):
O  0.2702  1.0117  -1.8439
H  0.9525  1.1307  -2.5154
H  -0.3432  1.7835  -1.8646
O  -0.7041  -0.3070  0.2449
H  -0.3407  -0.0062  -0.5836
H  0.0376  -0.4565  0.8501
O  -2.0062  0.9105  2.3359
H  -1.5632  1.7990  2.3514
H  -1.6081  0.5235  1.5649
O  2.9245  1.7578  -0.5278
H  2.1164  1.4821  -0.8403
H  2.9559  2.7407  -0.6105
O  -1.9562  -0.7794  -3.5775
H  -1.6574  0.0267  -3.1816
H  -1.1720  -1.2309  -3.8265
O  1.2451  -0.2931  2.1386
H  1.3898  -0.5963  3.0043
H  2.0065  -0.6305  1.6402
O  -0.4705  -3.6234  1.2504
H  -0.4231  -2.7864  0.8616
H  0.2962  -4.0549  0.8866
O  1.8104  2.5180  2.4625
H  1.4091  1.6432  2.3500
H  2.4865  2.4955  1.8215
O  -2.7255  -2.0242  -1.3720
H  -2.7103  -1.5701  -2.1885
H  -2.2203  -1.4640  -0.8307

The largest force on an atom comes out at 4.00 eV/A. For the energy above the lowest of the compared OMol25 structures with the same formula, charge and spin, the calculation gives 264.5 kJ/mol. Its structure (SMILES) is O.O.O.O.O.O.O.O.O. Its spin multiplicity is 1. The molecular weight is 162.1 g mol⁻¹. As for the total energy: -18719.39411 eV.

# 6
Molecular formula: H18O9
Method: DFT, wB97M-V/def2-TZVPD

Cartesian coordinates (Å):
O  0.1072  1.3028  0.2498
H  -0.7854  1.2948  0.0307
H  0.3643  0.4516  -0.0802
O  -2.5321  2.2324  -3.3472
H  -3.3293  1.6868  -3.2764
H  -2.2202  2.0166  -4.1894
O  -2.6898  2.0262  2.7346
H  -2.0383  2.7009  2.4306
H  -2.1419  1.2768  2.8066
O  3.4151  -2.3342  -1.9604
H  3.4566  -2.9260  -2.7269
H  2.6463  -1.9266  -2.2493
O  -1.0553  -3.0014  1.1707
H  -1.5449  -3.1826  2.0491
H  -0.1782  -3.1632  1.5170
O  2.2395  0.7768  -2.4511
H  2.2150  -0.0102  -3.0452
H  1.9671  1.3884  -3.1097
O  2.5141  -2.1791  2.5931
H  1.8059  -1.8933  1.9836
H  3.3069  -2.3939  2.1583
O  -4.1302  0.3148  -1.3438
H  -4.5831  -0.5955  -1.1249
H  -3.2237  0.1200  -1.5628
O  2.3531  1.9527  3.2762
H  2.6877  1.9450  4.1195
H  1.3737  2.1194  3.3477

The largest force on an atom comes out at 4.24 eV/A. For the energy above the lowest of the compared OMol25 structures with the same formula, charge and spin, the calculation gives 393.7 kJ/mol. Its structure (SMILES) is O.O.O.O.O.O.O.O.O. Its spin multiplicity is 1. The molecular weight is 162.1 g mol⁻¹. As for the total energy: -18718.05475 eV.

# 7
Molecular formula: H18O9
Method: DFT, wB97M-V/def2-TZVPD

Cartesian coordinates (Å):
O  -1.0978  0.8623  -3.4679
H  -1.5576  0.8609  -4.3080
H  -1.0447  1.7273  -3.0931
O  1.1790  0.4324  2.0518
H  0.6031  -0.3225  2.1352
H  2.0290  0.0222  2.1343
O  1.0059  -0.2339  -2.4124
H  1.5913  -0.3877  -3.0984
H  0.2888  0.2053  -2.8210
O  0.5770  2.4669  3.9186
H  -0.3128  2.5822  4.1742
H  0.6670  1.7840  3.2503
O  -0.6240  -1.9458  -0.9090
H  -0.7322  -0.9929  -0.7601
H  -1.2850  -2.1104  -1.6455
O  -0.4773  -1.6924  2.3985
H  -1.2660  -1.3339  1.9947
H  -0.1705  -2.3740  1.8031
O  3.1407  0.8176  -0.7471
H  3.1847  1.1266  -1.6184
H  2.7113  -0.0099  -0.6812
O  -0.3636  0.7047  -0.0536
H  0.1372  0.9432  0.7426
H  0.2626  0.5059  -0.7266
O  -2.8121  -1.3319  0.9482
H  -2.6448  -1.8719  0.1663
H  -2.9893  -0.4343  0.6245

The largest force on an atom comes out at 2.94 eV/A. For the energy above the lowest of the compared OMol25 structures with the same formula, charge and spin, the calculation gives 223.9 kJ/mol. Its structure (SMILES) is O.O.O.O.O.O.O.O.O. Its spin multiplicity is 1. The molecular weight is 162.1 g mol⁻¹. As for the total energy: -18719.81476 eV.

# 8
Molecular formula: H18O9
Method: DFT, wB97M-V/def2-TZVPD

Cartesian coordinates (Å):
O  2.6778  0.0551  -1.8783
H  3.0283  0.3262  -2.7580
H  2.2182  -0.8050  -2.0312
O  -2.3148  2.9944  2.0371
H  -2.3194  2.1124  1.5886
H  -2.0617  3.4485  1.2183
O  -0.0212  -3.6925  3.1985
H  -0.2172  -2.7792  3.4583
H  0.7586  -3.4802  2.6542
O  -2.6148  -2.1423  0.8600
H  -1.9023  -1.9817  1.4808
H  -2.8836  -1.3227  0.4436
O  -0.4224  -2.8226  -0.3817
H  -0.5232  -3.1046  0.5589
H  -1.2865  -2.3503  -0.5271
O  -1.0241  1.8085  -2.1205
H  -0.6502  2.0492  -2.9873
H  -1.1732  2.6051  -1.5979
O  2.7798  1.1499  2.7646
H  3.4556  1.2586  2.0712
H  2.7174  0.2271  2.4409
O  -0.5592  0.5235  0.2325
H  0.3099  0.1169  -0.0169
H  -0.7462  0.9751  -0.6122
O  1.2624  1.6219  -3.5687
H  0.9479  2.2440  -2.9145
H  0.5641  0.9648  -3.6131

The largest force on an atom comes out at 2.43 eV/A. For the energy above the lowest of the compared OMol25 structures with the same formula, charge and spin, the calculation gives 379.3 kJ/mol. Its structure (SMILES) is O.O.O.O.O.O.O.O.O. Its spin multiplicity is 1. The molecular weight is 162.1 g mol⁻¹. As for the total energy: -18718.20418 eV.